1.
Below is an isolated molecule of C6H13NP2, with properties calculated with ωB97M-V with the def2-TZVPD basis set.

Results
HOMO (spin up / spin down): -0.298 / -0.298 Ha
ΔE to the lowest compared entry with this formula, charge and spin: 0.913 eV
2S+1: 1
Max |F|: 5.88 eV/Å
Molecular weight: 161.125 g mol⁻¹

```
22
C6H13NP2, DFT ωB97M-V with the def2-TZVPD basis set
C -1.19 -0.78 0.47
C 1.04 0.23 0.13
C 0.26 -0.74 1.18
C -0.87 -0.32 -1.02
C 0.16 0.07 2.47
C -0.66 -1.44 -2.02
N 0.21 0.54 -0.96
P 1.84 2.89 -0.81
P 0.04 2.27 -1.53
H -1.59 -1.68 0.33
H -1.82 -0.06 0.82
H 1.30 1.13 0.72
H 1.92 -0.38 -0.15
H 0.88 -1.58 1.47
H -1.76 0.31 -1.29
H -0.61 -0.47 3.14
H -0.23 1.08 2.36
H 1.19 0.06 2.86
H -1.60 -2.06 -2.00
H 0.13 -2.09 -1.61
H -0.48 -0.98 -3.07
H 1.83 4.02 -1.51
```

2.
Below is a structure of composition C4H8BrF9SSb, with properties calculated with ωB97M-V with the def2-TZVPD basis set.

Results
HOMO: -0.163 Ha
Total charge: -1
2S+1: 1
Max |F|: 6.04 eV/Å
Molecular weight: 460.821 g mol⁻¹

```
24
C4H8BrF9SSb, DFT ωB97M-V with the def2-TZVPD basis set
F -0.53 2.62 -1.28
C 0.07 1.46 -0.53
F 1.35 2.05 0.04
C -0.88 1.16 0.73
C -0.77 -0.28 1.47
Sb 1.04 -0.63 2.68
Br 1.10 -3.05 1.69
C 0.54 0.27 -1.50
F 1.27 -0.88 -0.83
F 1.63 0.88 -2.37
S -0.67 -0.48 -2.68
F -0.40 0.81 -3.80
F -2.05 0.24 -2.00
F -0.88 -1.93 -1.74
F 0.64 -1.32 -3.47
F -1.71 -1.19 -3.86
H -2.01 1.32 0.42
H -0.66 1.99 1.56
H -1.70 -0.36 2.22
H -0.92 -1.19 0.71
H 0.06 -1.31 4.00
H 2.47 -1.08 3.59
H 2.10 -0.01 1.44
H 0.92 0.91 3.51
```

3.
Below is a cluster of 2 separate species, H2NOS in total, with properties calculated with ωB97M-V with the def2-TZVPD basis set.

Results
HOMO: -0.088 Ha
Total charge: -1
ΔE to the lowest compared entry with this formula, charge and spin: 1.119 eV
2S+1: 1
Max |F|: 4.48 eV/Å
Molecular weight: 64.089 g mol⁻¹

```
5
H2NOS, DFT ωB97M-V with the def2-TZVPD basis set
N 2.36 -1.03 1.91
O 2.86 -0.73 0.80
S -1.81 0.78 -0.46
H 1.41 -1.44 1.87
H -2.35 -0.08 0.41
```

4.
Below is a cluster of 16 separate species, C48H96O48 in total, with properties calculated with ωB97M-V with the def2-TZVPD basis set.

Results
HOMO: -0.386 Ha
ΔE to the lowest compared entry with this formula, charge and spin: 0.069 eV
2S+1: 1
Max |F|: 2.21 eV/Å
Molecular weight: 1441.248 g mol⁻¹

```
192
C48H96O48, DFT ωB97M-V with the def2-TZVPD basis set
C 5.40 -5.31 7.45
O 4.61 -4.44 6.64
C 3.75 -4.95 5.79
O 3.31 -6.06 5.81
O 3.36 -3.97 4.96
C 2.26 -4.21 4.11
H 6.00 -6.01 6.86
H 4.82 -5.86 8.18
H 6.10 -4.61 7.91
H 2.02 -3.35 3.49
H 1.35 -4.36 4.69
H 2.51 -5.02 3.42
C 7.69 -2.83 -1.75
O 6.48 -2.10 -1.77
C 5.42 -2.59 -1.15
O 5.32 -3.71 -0.72
O 4.45 -1.70 -1.25
C 3.16 -1.97 -0.73
H 7.85 -3.40 -0.84
H 8.57 -2.21 -1.90
H 7.73 -3.54 -2.58
H 3.19 -2.60 0.16
H 2.52 -2.52 -1.42
H 2.76 -1.00 -0.46
C 1.45 3.89 2.51
O 2.02 3.36 3.71
C 2.53 4.16 4.62
O 2.62 5.36 4.58
O 2.87 3.40 5.66
C 3.40 3.97 6.84
H 0.98 3.00 2.08
H 2.19 4.25 1.80
H 0.73 4.63 2.85
H 4.18 3.33 7.25
H 2.61 4.13 7.57
H 3.89 4.93 6.64
C -6.92 0.46 0.09
O -5.51 0.59 -0.06
C -4.77 0.91 1.00
O -3.67 1.35 0.94
O -5.49 0.74 2.13
C -4.85 0.84 3.38
H -7.40 0.51 -0.89
H -7.26 1.40 0.53
H -7.18 -0.39 0.71
H -4.79 -0.09 3.94
H -5.42 1.45 4.09
H -3.88 1.33 3.38
C 4.91 1.47 -0.60
O 5.65 1.76 0.56
C 5.13 2.49 1.53
O 4.16 3.20 1.48
O 5.96 2.39 2.57
C 5.85 3.35 3.61
H 5.15 2.01 -1.51
H 3.83 1.62 -0.49
H 5.07 0.41 -0.77
H 4.83 3.58 3.89
H 6.43 4.24 3.36
H 6.38 2.90 4.45
C 2.29 1.80 -3.08
O 2.10 0.42 -3.34
C 1.58 -0.02 -4.46
O 1.36 0.64 -5.44
O 1.37 -1.33 -4.31
C 0.89 -2.02 -5.46
H 1.76 1.99 -2.15
H 1.78 2.47 -3.78
H 3.30 2.19 -2.99
H 1.22 -1.50 -6.36
H -0.19 -2.15 -5.49
H 1.35 -3.00 -5.54
C -1.72 -3.92 5.57
O -1.56 -3.70 4.18
C -2.24 -2.73 3.61
O -2.93 -1.95 4.22
O -2.22 -2.83 2.31
C -2.61 -1.70 1.52
H -1.03 -4.73 5.80
H -2.75 -4.21 5.80
H -1.50 -3.11 6.26
H -3.65 -1.49 1.75
H -2.42 -1.90 0.47
H -2.05 -0.82 1.83
C 5.77 -3.27 2.95
O 5.41 -2.26 3.89
C 4.49 -1.40 3.49
O 4.02 -1.30 2.39
O 4.26 -0.57 4.50
C 3.56 0.65 4.23
H 4.91 -3.90 2.72
H 6.48 -3.91 3.45
H 6.14 -2.84 2.02
H 3.62 1.29 5.11
H 2.48 0.51 4.12
H 4.11 1.09 3.41
C 0.64 -4.05 0.88
O 1.75 -4.47 0.11
C 2.29 -5.68 0.31
O 1.83 -6.54 1.01
O 3.40 -5.72 -0.41
C 4.18 -6.91 -0.33
H 0.33 -4.83 1.57
H -0.19 -3.76 0.24
H 0.91 -3.19 1.50
H 4.48 -7.09 0.70
H 4.99 -6.87 -1.06
H 3.52 -7.75 -0.56
C 1.13 -0.21 1.51
O 0.21 -0.48 0.44
C -0.37 0.49 -0.23
O -0.14 1.66 -0.08
O -1.19 -0.03 -1.13
C -1.75 0.89 -2.07
H 0.55 0.03 2.40
H 1.77 0.63 1.23
H 1.75 -1.09 1.65
H -0.98 1.52 -2.52
H -2.42 1.55 -1.51
H -2.37 0.38 -2.80
C 1.09 -1.50 6.30
O 0.37 -1.00 5.16
C -0.34 0.10 5.37
O -0.48 0.72 6.39
O -0.91 0.39 4.20
C -1.52 1.66 4.02
H 0.39 -2.00 6.96
H 1.63 -0.76 6.87
H 1.79 -2.24 5.92
H -1.92 1.64 3.00
H -0.73 2.40 3.93
H -2.28 1.83 4.78
C -5.86 -2.38 -1.33
O -4.49 -2.69 -1.02
C -3.59 -2.37 -1.93
O -3.75 -1.76 -2.96
O -2.45 -2.90 -1.54
C -1.34 -3.05 -2.40
H -6.00 -1.42 -1.81
H -6.44 -2.33 -0.42
H -6.22 -3.14 -2.02
H -1.65 -3.69 -3.22
H -0.42 -3.38 -1.91
H -1.00 -2.05 -2.72
C -2.69 4.48 -0.15
O -3.37 4.86 -1.33
C -3.09 5.96 -2.01
O -2.37 6.84 -1.58
O -3.69 5.91 -3.18
C -3.50 6.96 -4.11
H -1.85 3.83 -0.41
H -3.29 3.85 0.50
H -2.38 5.32 0.47
H -2.51 7.42 -4.15
H -4.21 7.76 -3.88
H -3.69 6.53 -5.08
C -9.14 4.31 -4.02
O -7.73 4.19 -4.04
C -7.16 3.13 -3.48
O -7.74 2.26 -2.88
O -5.84 3.23 -3.63
C -5.07 2.35 -2.83
H -9.34 5.28 -4.45
H -9.60 4.21 -3.03
H -9.65 3.52 -4.57
H -5.14 1.34 -3.24
H -5.39 2.33 -1.79
H -4.03 2.66 -2.82
C -2.68 -2.44 -9.59
O -3.06 -2.06 -8.25
C -2.59 -0.90 -7.81
O -1.87 -0.15 -8.40
O -3.10 -0.73 -6.59
C -2.56 0.34 -5.83
H -3.18 -3.40 -9.73
H -1.60 -2.58 -9.56
H -3.08 -1.69 -10.27
H -2.75 0.24 -4.76
H -3.08 1.24 -6.18
H -1.51 0.57 -6.00
C -0.64 3.16 -7.57
O -0.12 3.60 -6.33
C -0.86 3.83 -5.27
O -2.06 3.90 -5.23
O -0.03 4.01 -4.25
C -0.55 4.41 -2.98
H -1.25 3.92 -8.05
H -1.09 2.17 -7.47
H 0.21 2.95 -8.22
H 0.26 4.28 -2.26
H -1.34 3.69 -2.73
H -0.87 5.44 -2.94
```